Below is one molecule with the formula C10H10N2 at a distorted geometry, with properties calculated with wB97M-V/def2-TZVPD.

Output
Structure (SMILES) ... Nc1cccc2c(N)cccc12
Energy above the lowest of the compared OMol25 structures with the same formula, charge and spin ... 43.9 kcal/mol
Frontier orbital gap ... 8.545 eV
E ... -13511.1927 eV

The geometry in XYZ format:
```
22
Properties=species:S:1:pos:R:3:forces:R:3
N 2.62212 -1.41348 0.01483 -2.209 -1.788 2.354
C 1.82945 -0.27044 0.01280 -2.135 -2.214 -1.180
C 2.24268 0.94889 -0.24482 4.811 2.455 1.443
C 1.49393 2.13673 -0.05979 -2.202 -0.739 -0.559
C 0.09055 1.95312 -0.00228 0.656 0.073 0.357
C -0.43641 0.57026 0.01440 1.009 1.596 -0.056
C -1.83126 0.29493 -0.00099 0.046 1.606 -0.125
N -2.72477 1.42163 0.14498 2.448 0.085 -0.951
C -2.21686 -0.99200 -0.13232 -0.276 -2.062 0.017
C -1.38357 -2.21205 -0.15074 0.590 6.329 0.884
C -0.07233 -1.94709 0.00867 0.023 2.699 -0.431
C 0.43870 -0.52736 0.03134 -1.395 -1.795 0.107
H 2.21910 -1.91747 0.87458 1.280 0.255 -1.850
H 3.57295 -1.28347 0.18886 1.773 0.619 0.206
H 3.40737 0.89763 -0.18371 -1.872 1.157 -0.535
H 1.98399 3.12008 0.01927 -0.420 -0.625 -0.270
H -0.60551 2.85500 0.08038 1.131 -1.547 0.010
H -3.65560 1.11960 0.24677 -1.242 0.191 -0.329
H -2.50261 2.27567 -0.45397 -0.842 -2.040 1.149
H -3.25015 -1.17902 -0.21565 -1.336 -0.092 -0.061
H -1.82071 -3.11841 -0.13173 -1.253 -2.949 -0.285
H 0.59894 -2.73275 -0.06089 1.413 -1.215 0.107
```
Positions in Å, forces in eV/Å.

Results of the Mulliken charge analysis, in e, for atoms 1 through 8:
1. N -0.6380
2. C 0.8565
3. C -0.6393
4. C -0.6231
5. C -0.6467
6. C 1.0743
7. C 0.2763
8. N -0.4978